Entry 1:
Density functional theory data (the ωB97M-V functional and the def2-TZVPD basis) for one molecule with the formula C10H17NOS in a non-equilibrium geometry.

Each line ends with the Löwdin charge.
Cartesian coordinates (Å):
1 C -1.165 1.197 -3.427  -0.102
2 C -0.263 1.160 -2.221  -0.231
3 C 0.046 -0.201 -1.507  -0.311
4 C 0.959 -1.215 -2.518  -0.188
5 C 0.578 0.891 0.724  -0.193
6 C -0.423 0.341 1.690  -0.491
7 C -2.467 -0.495 2.764  -0.439
8 C -1.368 -0.819 3.524  -0.132
9 C -0.167 -0.346 2.892  -0.284
10 C 1.284 -0.495 3.453  -0.031
11 H -2.186 0.996 -2.973  0.095
12 H -1.212 2.182 -3.920  0.080
13 H -0.976 0.446 -4.154  0.047
14 H -0.598 1.910 -1.499  0.088
15 H 0.779 1.528 -2.431  0.126
16 H -0.867 -0.736 -1.427  0.106
17 H 0.601 -1.128 -3.540  0.097
18 H 0.838 -2.259 -2.200  0.105
19 H 2.508 -0.617 -1.586  0.084
20 H 1.039 -0.963 0.077  0.110
21 H 0.321 1.850 0.316  0.098
22 H 1.557 1.026 1.248  0.122
23 H -3.439 -0.758 3.021  0.041
24 H -1.302 -1.298 4.481  0.103
25 H 1.992 -0.429 2.670  0.037
26 H 1.293 -1.535 3.795  0.077
27 H 1.614 0.214 4.214  0.080
28 N 0.832 -0.099 -0.345  -0.050
29 O 2.293 -0.781 -2.535  -0.090
30 S -2.105 0.437 1.415  1.045

Computed properties:
Maximum force ... 3.68 eV Å⁻¹
Energy above the lowest of the compared OMol25 structures with the same formula, charge and spin ... 105.3 kJ/mol
Charge ... 0
Calculated total energy ... -25017.230 eV
Kohn-Sham gap ... 9.175 eV
Structure (SMILES) ... CC[C@@H](CO)NCc1sccc1C

Entry 2:
Density functional theory data (the ωB97M-V functional and the def2-TZVPD basis) for C18H32FGaNO2 as an isolated structure.

Each line ends with the Löwdin charge.
Cartesian coordinates (Å):
1 C 1.745 0.894 3.785  -0.135
2 C 0.770 1.580 2.838  -0.341
3 C -0.211 0.637 2.127  -0.414
4 C -1.153 1.475 1.230  -0.162
5 Ga 0.604 -0.928 1.091  0.475
6 C 0.529 -2.744 2.078  -0.218
7 C 1.697 -3.158 2.951  -0.443
8 C 2.565 -4.288 2.379  -0.060
9 F 2.576 -2.071 3.211  -0.092
10 C 2.485 -0.591 0.347  -0.283
11 C 3.151 -1.607 -0.367  -0.123
12 C 4.402 -1.403 -0.917  -0.113
13 C 5.000 -0.160 -0.754  -0.113
14 C 4.296 0.803 -0.043  -0.188
15 N 3.090 0.610 0.489  0.039
16 H 2.226 1.628 4.443  0.058
17 H 2.536 0.391 3.231  0.042
18 H 1.235 0.163 4.419  0.068
19 H 1.335 2.143 2.087  0.085
20 H 0.194 2.329 3.409  0.094
21 H -0.824 0.185 2.921  0.073
22 H -2.134 1.634 1.693  0.057
23 H -1.324 1.013 0.254  0.008
24 H -0.706 2.457 1.037  0.058
25 H -0.302 -1.162 -0.247  -0.023
26 H 0.418 -3.474 1.270  0.025
27 H -0.407 -2.773 2.645  0.039
28 H 1.340 -3.457 3.943  0.116
29 H 2.117 -4.728 1.488  0.061
30 H 3.550 -3.890 2.127  0.071
31 H 2.714 -5.083 3.114  0.061
32 H 2.659 -2.569 -0.478  0.087
33 H 4.902 -2.199 -1.460  0.091
34 H 5.978 0.067 -1.162  0.083
35 H 4.739 1.785 0.104  0.089
36 C -0.497 -0.542 -3.683  -0.028
37 C -0.849 0.614 -2.778  -0.515
38 O -1.892 0.652 -2.173  0.034
39 C 0.194 1.693 -2.622  -0.014
40 H -1.314 -1.258 -3.693  0.079
41 H -0.302 -0.184 -4.696  0.077
42 H 0.407 -1.029 -3.312  0.081
43 H 0.419 2.146 -3.591  0.078
44 H 1.113 1.259 -2.225  0.084
45 H -0.169 2.451 -1.932  0.079
46 C -6.868 2.614 -1.815  -0.031
47 C -6.146 2.111 -3.045  -0.507
48 O -6.645 2.200 -4.144  0.053
49 C -4.789 1.505 -2.815  -0.035
50 H -7.833 3.030 -2.096  0.075
51 H -7.012 1.796 -1.107  0.083
52 H -6.268 3.377 -1.317  0.083
53 H -4.864 0.654 -2.137  0.091
54 H -4.120 2.228 -2.347  0.085
55 H -4.358 1.175 -3.756  0.080

Computed properties:
Maximum force ... 0.43 eV Å⁻¹
Energy above the lowest of the compared OMol25 structures with the same formula, charge and spin ... 0.0 kJ/mol
Charge ... -1
Calculated total energy ... -79864.004 eV
Kohn-Sham gap ... 7.307 eV

Entry 3:
Density functional theory data (the ωB97M-V functional and the def2-TZVPD basis) for a 3-piece molecular cluster, C19H45N2O8P2 overall in a non-equilibrium geometry.

Each line ends with the Löwdin charge.
Cartesian coordinates (Å):
1 C -5.012 0.488 -0.244  -0.161
2 C -4.712 -0.430 1.118  -0.268
3 C -3.115 -0.817 1.049  -0.230
4 C -2.845 -2.353 0.445  -0.323
5 N -1.555 -2.949 0.962  -0.227
6 N -0.443 -2.469 0.271  -0.082
7 C 0.216 -1.497 1.032  -0.347
8 C 0.547 -1.641 2.633  -0.131
9 C 0.669 -0.058 0.312  -0.113
10 H -4.123 1.263 -0.327  0.069
11 H -5.031 -0.273 -1.134  0.078
12 H -6.014 1.063 -0.061  0.058
13 H -4.849 0.216 2.110  0.098
14 H -5.370 -1.412 1.125  0.098
15 H -2.528 -0.100 0.297  0.081
16 H -2.555 -0.730 2.091  0.097
17 H -3.732 -3.035 0.854  0.089
18 H -2.942 -2.330 -0.722  0.081
19 H 1.492 -0.997 2.891  0.058
20 H 0.730 -2.768 2.969  0.074
21 H -0.398 -1.282 3.242  0.056
22 H -0.242 0.206 -0.412  0.058
23 H 0.822 0.783 1.145  0.075
24 H 1.666 -0.280 -0.284  0.061
25 O -5.037 0.348 -4.797  -0.245
26 P -4.609 1.627 -5.558  0.712
27 O -4.596 0.905 -7.048  -0.242
28 C -5.836 0.751 -7.715  -0.313
29 C -6.385 2.086 -8.183  -0.095
30 O -2.982 1.443 -5.228  -0.242
31 C -2.577 0.713 -4.075  -0.306
32 C -2.366 -0.758 -4.402  -0.072
33 O -4.132 3.056 -6.408  -0.233
34 C -4.377 4.264 -5.699  -0.326
35 C -3.585 4.349 -4.406  -0.089
36 H -6.553 0.243 -7.058  0.108
37 H -5.662 0.106 -8.581  0.116
38 H -6.654 2.717 -7.332  0.059
39 H -7.280 1.942 -8.796  0.073
40 H -5.637 2.631 -8.768  0.082
41 H -3.293 0.854 -3.259  0.092
42 H -1.633 1.142 -3.723  0.115
43 H -3.163 -1.169 -5.031  0.070
44 H -2.308 -1.351 -3.483  0.073
45 H -1.433 -0.895 -4.958  0.073
46 H -5.450 4.346 -5.500  0.103
47 H -4.093 5.091 -6.356  0.116
48 H -3.917 3.591 -3.691  0.067
49 H -3.713 5.330 -3.938  0.077
50 H -2.520 4.180 -4.589  0.087
51 O 6.387 -2.051 6.485  -0.253
52 P 6.416 -1.212 5.184  0.714
53 O 6.356 0.251 5.959  -0.240
54 C 7.565 0.765 6.487  -0.313
55 C 8.512 1.202 5.385  -0.094
56 O 4.777 -1.355 4.893  -0.239
57 C 4.066 -2.472 5.415  -0.307
58 C 3.487 -2.163 6.788  -0.078
59 O 6.449 -0.274 3.730  -0.224
60 C 6.948 -0.974 2.598  -0.322
61 C 6.082 -2.163 2.223  -0.084
62 H 8.039 0.016 7.134  0.107
63 H 7.308 1.628 7.108  0.116
64 H 8.857 0.342 4.804  0.060
65 H 9.389 1.703 5.805  0.074
66 H 8.012 1.884 4.689  0.083
67 H 4.705 -3.362 5.430  0.100
68 H 3.249 -2.702 4.723  0.110
69 H 4.197 -1.641 7.438  0.069
70 H 3.170 -3.084 7.287  0.076
71 H 2.616 -1.506 6.694  0.075
72 H 7.975 -1.294 2.803  0.103
73 H 6.977 -0.266 1.764  0.119
74 H 6.111 -2.932 3.000  0.066
75 H 6.430 -2.617 1.290  0.080
76 H 5.037 -1.863 2.103  0.090

Computed properties:
Maximum force ... 9.34 eV Å⁻¹
Charge ... -1
Calculated total energy ... -58361.301 eV
Kohn-Sham gap ... 1.512 eV

Entry 4:
Density functional theory data (the ωB97M-V functional and the def2-TZVPD basis) for one molecule with the formula C4H12N2.

Each line ends with the Löwdin charge.
Cartesian coordinates (Å):
1 N -1.381 -0.240 0.965  0.031
2 C -0.068 0.436 1.012  -0.454
3 C 0.692 -0.087 2.214  -0.072
4 C 0.772 0.228 -0.259  -0.237
5 N 0.161 0.742 -1.476  -0.130
6 C -0.330 -0.276 -2.394  -0.148
7 H -1.884 0.019 0.121  0.054
8 H -1.211 -1.240 0.912  0.066
9 H -0.278 1.503 1.064  0.131
10 H 0.553 -1.168 2.255  0.077
11 H 1.765 0.082 2.088  0.073
12 H 0.418 0.376 3.157  0.075
13 H 1.756 0.695 -0.114  0.109
14 H 0.985 -0.841 -0.369  0.118
15 H -0.603 1.359 -1.232  0.090
16 H -1.042 -0.975 -1.931  0.067
17 H 0.506 -0.846 -2.781  0.072
18 H -0.811 0.232 -3.231  0.076

Computed properties:
Maximum force ... 0.74 eV Å⁻¹
Energy above the lowest of the compared OMol25 structures with the same formula, charge and spin ... 56.3 kJ/mol
Charge ... 0
Calculated total energy ... -7322.445 eV
Kohn-Sham gap ... 9.786 eV
Structure (SMILES) ... CNC[C@H](C)N

Entry 5:
Density functional theory data (the ωB97M-V functional and the def2-TZVPD basis) for C33H85BeN6O10 as an isolated structure in a non-equilibrium geometry.

Each line ends with the Mulliken spin population.
Cartesian coordinates (Å):
1 Be -1.180 -2.174 3.996  0.377
2 C 0.972 0.196 0.450  0.007
3 C 0.661 0.376 1.914  0.069
4 C 0.650 1.903 2.149  0.018
5 O -0.428 -0.309 2.479  0.287
6 H 1.248 -0.836 0.233  0.001
7 H 1.735 0.929 0.186  -0.003
8 H 0.137 0.383 -0.225  -0.001
9 H 1.524 0.145 2.539  -0.001
10 H 0.484 1.992 3.223  0.000
11 H -0.225 2.416 1.751  -0.005
12 H 1.522 2.464 1.813  -0.002
13 C -0.457 -3.981 0.512  0.011
14 O 0.002 -3.671 1.812  0.006
15 C 1.376 -3.936 2.010  0.004
16 C 1.500 -4.324 3.516  0.025
17 N 0.989 -3.347 4.494  0.106
18 C 1.942 -2.284 4.793  0.034
19 C 1.532 -1.217 5.827  0.013
20 O 0.286 -0.679 5.571  0.062
21 C 0.092 0.635 6.038  0.025
22 H -1.406 -3.445 0.497  -0.002
23 H -0.613 -5.012 0.196  0.000
24 H 0.332 -3.606 -0.140  -0.001
25 H 2.082 -3.109 1.927  -0.003
26 H 1.681 -4.819 1.449  0.001
27 H 2.583 -4.388 3.622  -0.001
28 H 1.090 -5.288 3.816  -0.002
29 H 0.586 -3.759 5.323  -0.037
30 H 2.507 -1.835 3.976  0.004
31 H 2.782 -2.761 5.298  0.006
32 H 2.319 -0.463 5.820  0.001
33 H 1.510 -1.687 6.810  0.002
34 H 0.641 1.406 5.497  -0.001
35 H 0.364 0.794 7.082  0.003
36 H -0.952 0.929 5.933  -0.011
37 C 6.786 -2.519 -0.088  0.000
38 O 5.648 -1.978 0.457  0.000
39 C 4.943 -1.200 -0.549  0.000
40 C 4.384 0.138 -0.145  -0.002
41 N 5.487 1.006 0.361  0.000
42 C 5.023 2.246 0.952  0.000
43 C 6.093 3.081 1.630  0.000
44 O 6.260 2.655 2.908  0.000
45 C 7.101 3.513 3.706  0.000
46 H 7.323 -2.838 0.805  0.000
47 H 7.427 -1.812 -0.615  0.000
48 H 6.510 -3.415 -0.643  0.000
49 H 4.100 -1.822 -0.850  0.000
50 H 5.320 -1.082 -1.565  0.000
51 H 3.594 0.095 0.605  0.001
52 H 4.022 0.593 -1.067  0.000
53 H 6.124 0.470 0.933  0.000
54 H 4.139 2.184 1.587  0.000
55 H 4.712 2.881 0.122  0.000
56 H 5.751 4.115 1.681  0.000
57 H 6.960 3.195 0.979  0.000
58 H 7.402 2.970 4.602  0.000
59 H 6.541 4.364 4.093  0.000
60 H 7.926 3.999 3.185  0.000
61 C -0.500 -1.925 -3.070  0.000
62 O -1.665 -2.592 -3.389  0.000
63 C -2.616 -3.003 -2.375  0.002
64 C -3.053 -4.455 -2.536  0.000
65 N -1.908 -5.278 -2.527  0.000
66 C -2.168 -6.686 -2.669  0.000
67 C -0.772 -7.508 -2.754  0.000
68 O 0.035 -7.482 -3.979  0.000
69 C -0.555 -8.313 -5.025  0.000
70 H -0.701 -1.011 -2.512  0.000
71 H 0.130 -1.626 -3.908  0.000
72 H 0.012 -2.394 -2.230  0.000
73 H -3.452 -2.319 -2.524  0.000
74 H -2.244 -2.749 -1.382  -0.002
75 H -3.409 -4.592 -3.557  0.000
76 H -3.804 -4.851 -1.852  0.000
77 H -1.216 -4.857 -3.130  0.000
78 H -2.731 -6.772 -3.598  0.000
79 H -2.922 -7.092 -1.995  0.000
80 H -0.957 -8.559 -2.534  0.000
81 H -0.239 -7.147 -1.874  0.000
82 H -1.620 -8.209 -5.235  0.000
83 H -0.486 -9.328 -4.633  0.000
84 H -0.065 -8.283 -5.998  0.000
85 C -0.559 4.782 -0.276  0.000
86 C -0.883 4.899 -1.751  0.000
87 C -0.182 3.873 -2.699  0.000
88 O 1.227 4.022 -2.498  0.000
89 C 2.117 2.979 -2.895  0.000
90 N -2.369 4.590 -1.817  0.000
91 H 0.430 5.223 -0.156  0.000
92 H -0.482 3.739 0.033  -0.001
93 H -1.331 5.183 0.381  0.000
94 H -0.761 5.941 -2.047  0.000
95 H -0.163 4.303 -3.700  0.000
96 H -0.627 2.882 -2.791  0.000
97 H 2.130 2.710 -3.951  0.000
98 H 1.902 2.079 -2.320  0.000
99 H 3.172 3.126 -2.661  0.000
100 H -2.854 5.373 -1.403  0.000
101 H -2.557 3.743 -1.299  0.000
102 C -2.850 3.807 3.523  0.000
103 C -3.816 2.698 3.171  0.006
104 C -4.334 2.844 1.772  0.000
105 O -5.537 3.540 1.689  0.000
106 C -5.860 3.929 0.380  0.000
107 N -3.036 1.437 3.416  0.002
108 H -1.809 3.733 3.210  0.000
109 H -2.870 4.094 4.575  0.000
110 H -3.174 4.750 3.083  0.000
111 H -4.739 2.715 3.751  0.000
112 H -4.620 1.858 1.404  0.000
113 H -3.546 3.245 1.135  0.000
114 H -5.954 3.000 -0.181  0.000
115 H -5.127 4.658 0.034  0.000
116 H -6.809 4.419 0.163  0.000
117 H -2.232 1.630 3.997  0.007
118 H -2.473 1.176 2.620  -0.005
119 C -3.945 1.845 -5.851  0.000
120 C -4.204 2.758 -4.649  0.000
121 C -4.503 2.042 -3.368  0.000
122 O -3.568 0.980 -3.052  0.000
123 C -2.907 1.134 -1.846  0.001
124 N -2.978 3.573 -4.684  0.000
125 H -3.680 2.418 -6.740  0.000
126 H -4.794 1.213 -6.109  0.000
127 H -3.149 1.134 -5.628  0.000
128 H -5.107 3.326 -4.872  0.000
129 H -5.402 1.502 -3.665  0.000
130 H -4.639 2.757 -2.556  0.000
131 H -1.843 1.367 -1.892  0.000
132 H -2.958 0.227 -1.244  0.000
133 H -3.253 1.975 -1.245  0.000
134 H -2.839 4.337 -4.038  0.000
135 H -2.196 2.982 -4.439  0.000

Computed properties:
Maximum force ... 3.34 eV Å⁻¹
Charge ... 0
Calculated total energy ... -65401.686 eV
Multiplicity ... 2
⟨S²⟩ ... 0.75
Kohn-Sham gap (spin up / spin down) ... 7.610 / 6.150 eV

Entry 6:
Density functional theory data (the ωB97M-V functional and the def2-TZVPD basis) for one molecule with the formula C4H9NO2 in a non-equilibrium geometry.

Each line ends with the Löwdin charge.
Cartesian coordinates (Å):
1 C -0.433 1.309 -0.973  -0.053
2 C -0.872 0.035 -0.212  -0.376
3 C -0.539 -1.217 -1.107  -0.053
4 N -0.276 -0.055 1.118  0.103
5 C 1.082 -0.110 1.263  -0.588
6 O 1.418 -0.101 2.608  0.078
7 O 1.941 -0.100 0.419  0.090
8 H -0.674 2.286 -0.557  0.075
9 H -0.525 1.279 -2.056  0.077
10 H 0.654 1.303 -0.830  0.064
11 H -1.936 -0.011 -0.113  0.118
12 H 0.558 -1.261 -1.142  0.071
13 H -0.835 -1.156 -2.153  0.071
14 H -0.971 -2.110 -0.670  0.068
15 H -0.803 -0.532 1.831  0.147
16 H 2.211 0.443 2.572  0.109

Computed properties:
Maximum force ... 2.22 eV Å⁻¹
Energy above the lowest of the compared OMol25 structures with the same formula, charge and spin ... 57.7 kJ/mol
Charge ... 0
Calculated total energy ... -9879.463 eV
Kohn-Sham gap ... 10.789 eV
Structure (SMILES) ... CC(C)NC(=O)O

What is the formula in the sixth record?
C4H9NO2